No. 1
DFT (the ωB97M-V functional and the def2-TZVPD basis) results for a molecular structure, C17H18F4N5PdSe.

The geometry in XYZ format:
```
46
C17H18F4N5PdSe | OMol25 | the ωB97M-V functional and the def2-TZVPD basis
Pd 0.17 0.42 0.30
C -3.29 0.20 0.25
C -2.47 -0.92 0.86
N -1.25 -0.45 1.58
C -1.58 0.55 2.65
C -2.54 0.06 3.72
C -0.52 -1.64 2.11
C 0.85 -1.20 2.60
N 1.37 -0.16 1.70
C 2.36 -0.39 0.76
C 3.06 0.75 0.31
F 2.89 1.92 0.91
C 3.99 0.66 -0.73
F 4.64 1.75 -1.11
C 4.23 -0.54 -1.35
C 3.53 -1.67 -0.94
F 3.71 -2.82 -1.58
C 2.61 -1.60 0.08
F 1.89 -2.69 0.38
H -4.07 -0.24 -0.37
H -2.67 0.83 -0.39
H -3.77 0.82 1.00
H -2.11 -1.60 0.09
H -3.07 -1.51 1.56
H -1.99 1.42 2.15
H -0.63 0.86 3.09
H -3.52 -0.18 3.32
H -2.68 0.85 4.45
H -2.17 -0.81 4.26
H -0.41 -2.32 1.27
H -1.10 -2.14 2.89
H 1.52 -2.05 2.68
H 0.78 -0.75 3.60
H 4.95 -0.61 -2.16
Se 0.78 -1.75 -3.92
N 0.41 -0.32 -4.90
C 0.04 0.63 -4.07
C -0.35 1.95 -4.43
C -0.70 2.80 -3.43
C -0.68 2.36 -2.07
N -0.33 1.16 -1.69
C 0.03 0.26 -2.67
N 0.39 -0.97 -2.38
H -0.35 2.24 -5.47
H -1.00 3.81 -3.63
H -0.96 3.05 -1.29
```

Properties
- LUMO: -4.517 eV
- HOMO: -11.655 eV
- Multiplicity: 1
- Maximum force: 0.61 eV/Å
- Net charge: +1
- Relative energy (zero: lowest compared OMol25 entry of this formula, charge and spin): 0.040 eV

These are the natural (NBO) partial charges, in e, on atoms 1 to 4: 0.80 -0.63 -0.23 -0.42

No. 2
DFT (the ωB97M-V functional and the def2-TZVPD basis) results for a molecular structure, C47H47ClN4O4P2STi.

The geometry in XYZ format:
```
107
C47H47ClN4O4P2STi | OMol25 | the ωB97M-V functional and the def2-TZVPD basis
Ti 0.27 -0.12 0.10
N -2.09 -0.26 0.13
C -2.96 -0.52 -1.01
C -4.33 -0.60 -0.79
C -5.19 -0.80 -1.86
C -4.67 -0.91 -3.14
C -3.31 -0.84 -3.35
C -2.43 -0.68 -2.28
P -0.62 -0.63 -2.46
C -0.10 -2.19 -3.26
C -0.62 -2.59 -4.48
C -0.18 -3.75 -5.10
C 0.82 -4.51 -4.50
C 1.36 -4.12 -3.29
C 0.90 -2.96 -2.67
C -0.42 0.59 -3.80
C 0.56 0.42 -4.78
C 0.72 1.35 -5.78
C -0.10 2.48 -5.82
C -1.08 2.65 -4.86
C -1.24 1.71 -3.85
H -2.46 0.56 0.60
H -2.23 -1.02 0.80
H -4.72 -0.49 0.22
H -6.25 -0.86 -1.69
H -5.34 -1.04 -3.99
H -2.93 -0.89 -4.36
H -1.37 -2.00 -4.99
H -0.60 -4.05 -6.05
H 1.17 -5.42 -4.98
H 2.13 -4.71 -2.81
H 1.31 -2.68 -1.71
H 1.19 -0.46 -4.76
H 1.47 1.21 -6.54
H 0.02 3.20 -6.62
H -1.75 3.50 -4.91
H -2.03 1.84 -3.12
C -4.76 -0.68 3.46
C -4.24 0.60 3.33
C -2.87 0.78 3.15
C -2.02 -0.33 3.11
C -2.55 -1.61 3.26
C -3.92 -1.78 3.44
P -0.29 -0.01 2.64
C 0.15 1.35 3.77
C 0.57 2.60 3.32
C 0.82 3.61 4.23
C 0.65 3.39 5.59
C 0.20 2.16 6.04
C -0.07 1.14 5.14
C 0.61 -1.52 3.08
C 1.21 -1.85 4.26
C 1.62 -3.18 4.48
C 1.32 -4.16 3.57
C 0.66 -3.85 2.35
C 0.19 -4.84 1.45
C -0.53 -4.46 0.36
C -0.71 -3.09 0.04
C -0.19 -2.10 0.82
C 0.40 -2.49 2.06
H -5.83 -0.81 3.61
H -4.89 1.46 3.37
H -2.47 1.78 3.06
H -1.90 -2.48 3.24
H -4.32 -2.77 3.56
H 0.67 2.78 2.26
H 1.14 4.58 3.88
H 0.85 4.18 6.30
H 0.03 1.99 7.10
H -0.47 0.20 5.49
H 1.35 -1.12 5.04
H 2.12 -3.44 5.41
H 1.57 -5.19 3.78
H 0.38 -5.88 1.66
H -0.94 -5.22 -0.31
H -1.24 -2.88 -0.89
C 2.42 4.63 -0.59
N 1.46 3.53 -0.43
C 0.23 3.44 -0.87
S -0.80 2.10 -0.39
N -0.36 4.35 -1.64
C 0.24 5.42 -2.42
H 3.12 4.55 0.24
H 1.92 5.59 -0.53
H 2.98 4.54 -1.52
H 1.80 2.72 0.06
H -1.33 4.15 -1.82
H 1.23 5.13 -2.78
H 0.31 6.35 -1.86
H -0.39 5.58 -3.29
N 4.94 0.00 2.22
C 3.47 0.12 2.44
C 2.97 1.13 1.41
O 3.76 1.96 1.00
O 1.73 1.07 1.09
H 5.07 -0.64 1.42
H 5.45 -0.33 3.04
H 5.28 0.93 1.94
H 3.28 0.49 3.44
H 3.01 -0.86 2.30
Cl 2.48 1.18 -2.28
C 3.50 -0.24 -2.01
C 3.17 -0.92 -0.70
O 4.09 -1.37 -0.03
O 1.93 -1.02 -0.37
H 3.33 -0.94 -2.82
H 4.54 0.07 -2.01
```

Properties
- LUMO: -5.406 eV
- HOMO: -12.650 eV
- Multiplicity: 1
- Maximum force: 0.53 eV/Å
- Net charge: +2
- Relative energy (zero: lowest compared OMol25 entry of this formula, charge and spin): 0.220 eV

These are the Löwdin partial charges, in e, on atoms 1 to 4: 0.73 -0.07 -0.29 0.00

No. 3
DFT (the ωB97M-V functional and the def2-TZVPD basis) results for a molecular structure, C24H32ClN2O4P2Re in a non-equilibrium geometry.

The geometry in XYZ format:
```
66
C24H32ClN2O4P2Re | OMol25 | the ωB97M-V functional and the def2-TZVPD basis
C -0.44 -7.54 -0.24
C -0.18 -6.07 -0.31
H -1.05 -7.75 0.64
H 0.51 -8.08 -0.12
H -0.94 -7.88 -1.14
O -0.20 -5.34 0.67
Cl 0.16 -5.51 -1.87
Re 0.18 -1.16 0.64
P 2.02 -2.37 0.92
C 2.68 -2.03 2.60
C 2.40 -4.14 0.91
H 3.46 -4.30 1.14
H 4.13 -2.54 -0.30
H 2.17 -4.55 -0.07
H 2.82 -1.86 -1.30
H 2.01 -2.50 3.34
H 1.78 -4.65 1.64
C 3.28 -1.84 -0.30
H 3.69 -2.46 2.71
H 3.61 -0.82 -0.08
H 2.71 -0.95 2.76
P -1.79 -1.87 -0.06
C -3.09 -1.04 0.95
C -2.06 -1.37 -1.80
H -2.13 -4.06 -1.02
H -3.61 -3.43 -0.23
H -2.26 -4.09 0.73
C -2.53 -3.52 -0.16
H -1.22 -1.77 -2.39
H -3.00 -1.79 -2.19
H -4.07 -1.44 0.69
H -3.05 0.04 0.78
H -2.05 -0.27 -1.87
H -2.89 -1.24 2.02
C -0.34 -1.52 2.47
O -0.66 -1.72 3.59
O 2.76 1.06 1.01
C 1.77 1.53 0.47
N 1.60 2.82 -0.04
C 0.22 3.14 -0.36
C -0.39 1.72 -0.30
O -1.54 1.41 -0.64
N 0.55 0.85 0.21
C -0.32 4.03 0.76
C -1.26 3.53 1.65
C -1.64 4.24 2.80
C -1.07 5.49 3.05
C -0.12 6.01 2.17
C 0.23 5.30 1.00
C 0.11 3.60 -1.80
C -0.55 4.76 -2.24
C -0.55 5.07 -3.61
C 0.10 4.25 -4.54
C 0.73 3.08 -4.09
C 0.72 2.77 -2.73
H 2.30 3.50 0.20
H -1.73 2.56 1.45
H -2.38 3.81 3.46
H -1.36 6.06 3.94
H 0.36 6.97 2.36
H 0.94 5.74 0.29
H -1.05 5.41 -1.52
H -1.07 5.97 -3.96
H 0.12 4.50 -5.60
H 1.23 2.40 -4.78
H 1.22 1.86 -2.37
```

Properties
- LUMO (spin up / spin down): -10.960 / -13.052 eV
- HOMO (spin up / spin down): -17.281 / -16.340 eV
- Multiplicity: 4
- Maximum force: 5.89 eV/Å
- Net charge: +3
- Relative energy (zero: lowest compared OMol25 entry of this formula, charge and spin): 0.000 eV

These are the natural (NBO) partial charges, in e, on atoms 1 to 4: -0.73 0.52 0.26 0.28

Q: Which of these has the highest multiplicity?
A: C24H32ClN2O4P2Re

Copy entry 3 word for word.
DFT (the ωB97M-V functional and the def2-TZVPD basis) results for a molecular structure, C24H32ClN2O4P2Re in a non-equilibrium geometry.

The geometry in XYZ format:
```
66
C24H32ClN2O4P2Re | OMol25 | the ωB97M-V functional and the def2-TZVPD basis
C -0.44 -7.54 -0.24
C -0.18 -6.07 -0.31
H -1.05 -7.75 0.64
H 0.51 -8.08 -0.12
H -0.94 -7.88 -1.14
O -0.20 -5.34 0.67
Cl 0.16 -5.51 -1.87
Re 0.18 -1.16 0.64
P 2.02 -2.37 0.92
C 2.68 -2.03 2.60
C 2.40 -4.14 0.91
H 3.46 -4.30 1.14
H 4.13 -2.54 -0.30
H 2.17 -4.55 -0.07
H 2.82 -1.86 -1.30
H 2.01 -2.50 3.34
H 1.78 -4.65 1.64
C 3.28 -1.84 -0.30
H 3.69 -2.46 2.71
H 3.61 -0.82 -0.08
H 2.71 -0.95 2.76
P -1.79 -1.87 -0.06
C -3.09 -1.04 0.95
C -2.06 -1.37 -1.80
H -2.13 -4.06 -1.02
H -3.61 -3.43 -0.23
H -2.26 -4.09 0.73
C -2.53 -3.52 -0.16
H -1.22 -1.77 -2.39
H -3.00 -1.79 -2.19
H -4.07 -1.44 0.69
H -3.05 0.04 0.78
H -2.05 -0.27 -1.87
H -2.89 -1.24 2.02
C -0.34 -1.52 2.47
O -0.66 -1.72 3.59
O 2.76 1.06 1.01
C 1.77 1.53 0.47
N 1.60 2.82 -0.04
C 0.22 3.14 -0.36
C -0.39 1.72 -0.30
O -1.54 1.41 -0.64
N 0.55 0.85 0.21
C -0.32 4.03 0.76
C -1.26 3.53 1.65
C -1.64 4.24 2.80
C -1.07 5.49 3.05
C -0.12 6.01 2.17
C 0.23 5.30 1.00
C 0.11 3.60 -1.80
C -0.55 4.76 -2.24
C -0.55 5.07 -3.61
C 0.10 4.25 -4.54
C 0.73 3.08 -4.09
C 0.72 2.77 -2.73
H 2.30 3.50 0.20
H -1.73 2.56 1.45
H -2.38 3.81 3.46
H -1.36 6.06 3.94
H 0.36 6.97 2.36
H 0.94 5.74 0.29
H -1.05 5.41 -1.52
H -1.07 5.97 -3.96
H 0.12 4.50 -5.60
H 1.23 2.40 -4.78
H 1.22 1.86 -2.37
```

Properties
- LUMO (spin up / spin down): -10.960 / -13.052 eV
- HOMO (spin up / spin down): -17.281 / -16.340 eV
- Multiplicity: 4
- Maximum force: 5.89 eV/Å
- Net charge: +3
- Relative energy (zero: lowest compared OMol25 entry of this formula, charge and spin): 0.000 eV

These are the natural (NBO) partial charges, in e, on atoms 1 to 4: -0.73 0.52 0.26 0.28